[1]
{"formula": "C17H21Br2N2O2PPdS2", "method": "wB97M-V/def2-TZVPD", "charge": 1, "homo_ev": [-10.35, -11.47], "spin_multiplicity": 6, "e_tot_ha": -7333.70718, "s_squared": 8.83, "de_lowest_ev": 0.056, "max_force_ev_per_a": 0.373, "species": ["Pd", "Br", "C", "Br", "H", "H", "C", "C", "O", "P", "S", "S", "O", "C", "C", "H", "H", "H", "H", "H", "H", "H", "H", "H", "H", "C", "C", "C", "C", "C", "C", "N", "N", "C", "C", "C", "C", "C", "C", "H", "H", "H", "H", "H", "H", "H", "H", "H"], "coordinates": [[-1.0776, 0.4859, -0.4538], [-2.2283, 2.8484, 0.9133], [-2.5952, 3.7801, -0.7359], [-1.9567, 2.7982, -2.2719], [-2.0890, 4.7359, -0.7099], [-3.6682, 3.8838, -0.8310], [-0.8324, -3.6828, 3.9732], [-0.3913, -3.6896, 2.5311], [0.3895, -2.5085, 2.1812], [-0.2351, -1.0761, 2.0571], [0.8994, 0.0790, 0.8759], [-2.0693, -1.0306, 1.2492], [-0.2098, -0.5728, 3.5554], [-0.6967, 0.7445, 3.9121], [-0.6182, 0.8748, 5.4116], [-1.3009, -4.6413, 4.1994], [-1.5602, -2.8969, 4.1726], [0.0182, -3.5494, 4.6400], [-1.2351, -3.7467, 1.8419], [0.2877, -4.5130, 2.3228], [-1.7240, 0.8340, 3.5494], [-0.0715, 1.4824, 3.4045], [-1.2462, 0.1295, 5.8972], [-0.9602, 1.8635, 5.7163], [0.4076, 0.7457, 5.7532], [4.4016, 3.2033, -2.2368], [4.3193, 2.2114, -3.2197], [3.2331, 1.3790, -3.2780], [2.1850, 1.5350, -2.3220], [2.2764, 2.5490, -1.3246], [3.3770, 3.3625, -1.2962], [1.1103, 0.7657, -2.3254], [0.8430, -0.2088, -3.1350], [-0.2155, -1.0087, -3.0545], [-0.3193, -2.0220, -4.0606], [-1.4218, -2.8135, -4.0912], [-2.4451, -2.6284, -3.1301], [-2.3266, -1.6652, -2.1428], [-1.2191, -0.8318, -2.0283], [5.2643, 3.8536, -2.2031], [5.1202, 2.0992, -3.9370], [3.1408, 0.6000, -4.0213], [1.4745, 2.6496, -0.6046], [3.4576, 4.1316, -0.5407], [0.4800, -2.1117, -4.7826], [-1.5293, -3.5799, -4.8457], [-3.3206, -3.2627, -3.1631], [-3.1224, -1.5852, -1.4116]]}

---

[2]
{"formula": "C5H14N2S", "method": "wB97M-V/def2-TZVPD", "charge": 0, "homo_ev": -8.43, "smiles": "C[C@@H](N)CNCCS", "spin_multiplicity": 1, "e_tot_ha": -706.52963, "de_lowest_ev": 1.646, "max_force_ev_per_a": 3.940, "species": ["C", "C", "N", "C", "N", "C", "C", "S", "H", "H", "H", "H", "H", "H", "H", "H", "H", "H", "H", "H", "H", "H"], "coordinates": [[-0.9514, -1.4661, -2.6240], [-1.0664, -0.5769, -1.3704], [-1.9067, -1.5441, -0.5021], [0.3362, -0.3565, -0.7549], [0.1320, 0.5468, 0.4057], [1.4309, 0.9438, 1.1155], [1.1229, 1.1315, 2.6517], [0.2885, 2.6961, 2.9666], [-0.3640, -2.3620, -2.3539], [-0.5522, -0.8967, -3.4276], [-1.8665, -1.7929, -3.0977], [-1.5118, 0.4641, -1.6169], [-1.9518, -2.5475, -0.7690], [-2.0232, -1.3478, 0.4809], [0.7853, -1.2384, -0.2051], [1.0923, 0.1146, -1.4717], [-0.5794, 1.4017, 0.3329], [1.7180, 1.8632, 0.6388], [2.1598, 0.2166, 0.9571], [0.4227, 0.1969, 2.8996], [2.0322, 1.0924, 3.3200], [1.2527, 3.4610, 2.4245]]}

---

[3]
{"formula": "C44H129N7O17", "method": "wB97M-V/def2-TZVPD", "charge": 0, "homo_ev": -9.22, "spin_multiplicity": 1, "e_tot_ha": -3415.71719, "max_force_ev_per_a": 3.359, "species": ["C", "C", "C", "O", "H", "H", "H", "H", "H", "H", "H", "H", "C", "C", "C", "O", "H", "H", "H", "H", "H", "H", "H", "H", "C", "C", "C", "O", "H", "H", "H", "H", "H", "H", "H", "H", "C", "C", "C", "O", "C", "N", "H", "H", "H", "H", "H", "H", "H", "H", "H", "H", "H", "C", "C", "C", "O", "C", "N", "H", "H", "H", "H", "H", "H", "H", "H", "H", "H", "H", "C", "C", "C", "O", "C", "N", "H", "H", "H", "H", "H", "H", "H", "H", "H", "H", "H", "C", "C", "C", "O", "C", "N", "H", "H", "H", "H", "H", "H", "H", "H", "H", "H", "H", "C", "C", "C", "O", "C", "N", "H", "H", "H", "H", "H", "H", "H", "H", "H", "H", "H", "C", "C", "C", "O", "C", "N", "H", "H", "H", "H", "H", "H", "H", "H", "H", "H", "H", "C", "C", "C", "O", "C", "N", "H", "H", "H", "H", "H", "H", "H", "H", "H", "H", "H", "C", "O", "H", "H", "H", "H", "C", "O", "H", "H", "H", "H", "C", "O", "H", "H", "H", "H", "C", "O", "H", "H", "H", "H", "C", "O", "H", "H", "H", "H", "C", "O", "H", "H", "H", "H", "C", "O", "H", "H", "H", "H"], "coordinates": [[-9.8078, 4.3547, 6.2865], [-8.7258, 3.6755, 5.3229], [-9.0282, 4.0957, 3.8648], [-7.4248, 4.1367, 5.6846], [-9.7657, 5.4437, 6.3024], [-9.6704, 3.9585, 7.2926], [-10.8357, 4.0767, 6.0536], [-8.7696, 2.5868, 5.3519], [-8.9268, 5.1790, 3.7999], [-9.9700, 3.6752, 3.5124], [-8.2335, 3.7599, 3.1986], [-7.4064, 5.0914, 5.5864], [-14.2410, 4.1201, -3.0873], [-13.1829, 3.0001, -2.9302], [-12.7839, 2.5664, -1.5521], [-13.5944, 1.8754, -3.6048], [-14.1640, 4.5489, -4.0865], [-14.0882, 4.9756, -2.4294], [-15.2565, 3.7487, -2.9499], [-12.2546, 3.3972, -3.3410], [-11.9018, 1.9265, -1.5726], [-13.6013, 1.9824, -1.1293], [-12.4953, 3.4066, -0.9205], [-12.7515, 1.4289, -3.7134], [-2.6364, -10.2888, 3.4518], [-2.3553, -8.8452, 3.2805], [-1.7474, -8.2273, 4.5389], [-1.6002, -8.6147, 2.1474], [-1.7197, -10.8780, 3.4266], [-3.3897, -10.7050, 2.7829], [-3.0193, -10.5219, 4.4453], [-3.2970, -8.3060, 3.1778], [-0.7073, -8.5272, 4.6672], [-2.2626, -8.5405, 5.4469], [-1.6592, -7.1410, 4.5534], [-1.4465, -7.6713, 2.0580], [-7.2712, -3.8177, 5.7349], [-5.9928, -3.2834, 4.9928], [-6.3126, -2.1826, 4.0362], [-7.1442, -2.7006, 2.9606], [-7.3071, -1.7191, 1.9201], [-5.0167, -2.8871, 5.9951], [-7.6625, -3.0392, 6.3899], [-7.1397, -4.6877, 6.3782], [-8.0582, -4.0313, 5.0116], [-5.5369, -4.1157, 4.4565], [-5.3698, -1.7558, 3.6938], [-6.8659, -1.4077, 4.5668], [-7.7747, -2.0439, 0.9906], [-6.3233, -1.3491, 1.6313], [-7.8594, -0.8590, 2.2986], [-4.0826, -3.0639, 5.6540], [-5.0874, -1.9594, 6.3881], [-3.5178, 1.4842, -3.2419], [-2.5586, 2.4609, -3.8293], [-2.7485, 2.7898, -5.3546], [-2.7249, 1.6532, -6.1919], [-1.4463, 1.0494, -6.2984], [-2.7715, 3.7200, -3.1602], [-3.2213, 1.1923, -2.2345], [-3.6592, 0.5865, -3.8438], [-4.5213, 1.9009, -3.1551], [-1.5292, 2.1114, -3.7492], [-1.9507, 3.4768, -5.6368], [-3.7058, 3.2798, -5.5325], [-0.7299, 1.6308, -6.8788], [-1.3874, 0.0652, -6.7632], [-0.9504, 0.8738, -5.3437], [-2.0737, 4.3647, -3.5031], [-2.5376, 3.5546, -2.1917], [0.4235, 3.2736, 4.0197], [-1.0405, 3.3508, 4.5987], [-1.9689, 2.9291, 3.4449], [-1.8746, 3.9711, 2.4342], [-2.4926, 5.2678, 2.7102], [-1.1548, 2.2669, 5.5672], [0.5826, 3.9160, 3.1535], [0.6945, 2.2759, 3.6744], [1.0828, 3.6011, 4.8235], [-1.2898, 4.3395, 4.9838], [-2.9836, 2.7450, 3.7978], [-1.6084, 1.9978, 3.0079], [-1.9246, 5.9099, 3.3834], [-3.5413, 5.1997, 2.9995], [-2.5515, 5.8537, 1.7930], [-0.6702, 2.7159, 6.3312], [-2.0730, 2.1246, 5.9632], [-7.8338, -7.2964, 0.8396], [-9.2335, -7.5176, 1.4941], [-9.0710, -8.3111, 2.8232], [-8.3762, -9.5687, 2.6340], [-8.0474, -10.2578, 3.8547], [-9.7866, -6.2048, 1.6705], [-7.8584, -6.8619, -0.1597], [-7.3296, -8.2465, 0.6629], [-7.1349, -6.7140, 1.4399], [-9.9424, -7.9985, 0.8201], [-10.0584, -8.4970, 3.2458], [-8.5218, -7.7063, 3.5449], [-7.8143, -11.2760, 3.5430], [-8.7816, -10.3480, 4.6552], [-7.1770, -9.7954, 4.3200], [-10.5262, -6.0990, 2.3501], [-9.0600, -5.5923, 2.0126], [-7.8237, -1.4872, -5.5991], [-8.6271, -0.2374, -5.3229], [-8.3878, 0.8143, -6.4094], [-9.1442, 1.9990, -6.0330], [-9.3870, 2.8778, -7.1142], [-9.9953, -0.7073, -5.2647], [-6.7550, -1.3334, -5.4494], [-8.0187, -1.7492, -6.6390], [-8.0580, -2.3468, -4.9712], [-8.5053, 0.1969, -4.3306], [-8.8235, 0.4643, -7.3452], [-7.3343, 1.0833, -6.4856], [-9.9198, 3.7827, -6.8222], [-9.9262, 2.3267, -7.8847], [-8.4288, 3.1462, -7.5591], [-10.1400, -1.3860, -4.5308], [-9.9072, -1.3293, -6.0556], [-6.2241, -4.9526, 12.0853], [-4.6615, -4.9836, 12.1243], [-3.9833, -5.5578, 13.3977], [-2.6294, -5.1544, 13.4676], [-1.9799, -5.4185, 14.7643], [-4.2718, -5.7208, 10.9276], [-6.5554, -4.3290, 12.9156], [-6.7299, -5.9172, 12.1282], [-6.5273, -4.3895, 11.2027], [-4.2572, -3.9775, 12.0123], [-4.0518, -6.6454, 13.4243], [-4.5203, -5.2002, 14.2762], [-1.8444, -6.4810, 14.9666], [-2.6189, -5.0472, 15.5654], [-1.1057, -4.7718, 14.8398], [-3.2966, -5.5453, 10.7320], [-4.6586, -5.2308, 10.1336], [-2.1853, -3.5115, -0.6709], [-0.6409, -3.4173, -0.5828], [-0.0653, -2.0262, -0.7499], [1.3244, -1.9958, -0.4868], [2.0021, -0.8384, -0.9776], [-0.2043, -3.9051, 0.7482], [-2.7053, -2.8749, 0.0449], [-2.4336, -4.5191, -0.3375], [-2.5747, -3.4060, -1.6835], [-0.1647, -4.0857, -1.3000], [-0.6557, -1.2882, -0.2069], [-0.1562, -1.7444, -1.7989], [1.7130, -0.5249, -1.9808], [3.0739, -1.0171, -0.8918], [1.8280, 0.0072, -0.3122], [-0.5892, -3.3021, 1.4612], [0.7570, -3.6001, 0.8027], [-13.7084, -3.5924, -1.6840], [-12.3621, -3.9349, -1.9640], [-13.6848, -2.5416, -1.3953], [-14.3411, -3.6019, -2.5715], [-14.1900, -4.1570, -0.8857], [-11.9029, -4.2070, -1.1661], [1.2644, -2.9138, 5.5656], [-0.0124, -2.3644, 5.2019], [1.3523, -3.9162, 5.1465], [2.0941, -2.2714, 5.2709], [1.2898, -3.1514, 6.6291], [-0.0326, -1.4414, 5.4649], [-5.7430, 0.8365, 9.7484], [-5.1954, 1.0394, 8.4666], [-5.9060, -0.2295, 9.9069], [-5.0157, 1.0496, 10.5319], [-6.6677, 1.3793, 9.9441], [-5.5930, 1.8358, 8.1070], [-7.3934, -10.0125, 10.1464], [-6.1154, -9.8269, 9.6789], [-7.3898, -10.3437, 11.1848], [-7.9338, -9.0829, 9.9678], [-7.7211, -10.9343, 9.6656], [-5.8228, -8.9618, 9.9748], [-12.9614, -0.2312, 4.2093], [-14.0198, -1.1083, 4.4951], [-13.3711, 0.6750, 3.7632], [-12.3272, -0.0122, 5.0683], [-12.2952, -0.6508, 3.4554], [-14.4466, -0.7569, 5.2798], [-0.5044, -1.7336, 10.8208], [0.1315, -2.8738, 11.2746], [0.0775, -1.2002, 10.0692], [-1.4190, -1.8129, 10.2334], [-0.6287, -1.0255, 11.6401], [-0.4113, -3.3479, 11.9088], [-12.4043, -5.9240, 9.9136], [-13.2362, -6.3608, 10.9741], [-12.2086, -4.8547, 9.8334], [-11.4057, -6.3568, 9.8543], [-12.9783, -6.0813, 9.0004], [-14.1127, -6.5524, 10.6326]]}

---

[4]
{"formula": "C4H6Br3N3", "method": "wB97M-V/def2-TZVPD", "charge": 2, "homo_ev": -17.45, "spin_multiplicity": 1, "e_tot_ha": -8041.60522, "de_lowest_ev": 0.000, "max_force_ev_per_a": 4.370, "species": ["C", "C", "C", "C", "N", "N", "N", "Br", "Br", "Br", "H", "H", "H", "H", "H", "H"], "coordinates": [[0.2381, 1.4546, -0.0711], [-0.2531, 1.0878, -2.3934], [-0.3145, -0.7320, -0.7643], [0.4027, -1.6956, 3.5326], [0.1241, 0.2333, 0.2346], [-0.0354, 1.9472, -1.3455], [-0.3073, -0.2209, -2.1511], [0.8723, -0.0177, 3.0461], [-1.2324, -1.8413, 4.2533], [1.5984, -3.0429, 3.5103], [0.5596, 1.9932, 0.7603], [-0.3953, 1.4513, -3.3518], [0.3882, -1.4642, -0.5061], [-1.2126, -1.1087, -0.3849], [-0.2556, 2.9096, -1.5346], [-0.1772, -0.9538, -2.8344]]}

---

[5]
{"formula": "CH3I2NO", "method": "wB97M-V/def2-TZVPD", "charge": 0, "homo_ev": -9.30, "spin_multiplicity": 1, "e_tot_ha": -765.10963, "de_lowest_ev": 1.478, "max_force_ev_per_a": 5.062, "species": ["C", "N", "O", "I", "I", "H", "H", "H"], "coordinates": [[0.2153, -0.7835, -0.9342], [-0.3553, 1.1165, 0.7054], [-0.3896, -0.6136, 0.3166], [-2.0356, 1.3096, 1.7482], [1.3843, 1.4030, 1.7938], [0.4901, -1.7554, -1.1316], [1.2214, -0.0952, -0.8799], [-0.5307, -0.5816, -1.6183]]}